1.
{
  "formula": "C20H52CaCrF9O24S3",
  "method": "ωB97M-V with the def2-TZVPD basis set",
  "lumo_energy_ev": [-3.9, -3.4],
  "molar_mass_g_mol": 1035.87,
  "orbital_gap_ev": [7.4, 7.8],
  "e_homo_ha": [-0.413, -0.413],
  "charge": 1,
  "e_tot_ha": -6414.302003,
  "multiplicity": 5,
  "symbols": ["Ca", "Cr", "C", "F", "F", "F", "S", "O", "O", "O", "C", "F", "F", "F", "S", "O", "O", "O", "C", "F", "F", "F", "S", "O", "O", "O", "C", "O", "H", "H", "H", "H", "C", "C", "O", "O", "H", "H", "H", "H", "H", "H", "C", "C", "O", "O", "H", "H", "H", "H", "H", "H", "C", "C", "O", "O", "H", "H", "H", "H", "H", "H", "C", "C", "O", "O", "H", "H", "H", "H", "H", "H", "C", "C", "O", "O", "H", "H", "H", "H", "H", "H", "C", "C", "O", "O", "H", "H", "H", "H", "H", "H", "C", "C", "O", "H", "H", "H", "H", "H", "H", "C", "C", "O", "H", "H", "H", "H", "H", "H"],
  "coordinates": [[-0.602, 3.952, -2.298], [3.752, 1.371, -0.688], [2.925, 2.601, -5.061], [4.230, 2.669, -4.805], [2.465, 3.818, -5.274], [2.722, 1.825, -6.105], [2.103, 1.819, -3.599], [1.731, 0.492, -3.969], [3.139, 1.853, -2.564], [0.956, 2.683, -3.325], [3.076, 5.939, 0.040], [2.202, 6.945, 0.078], [3.796, 5.979, -1.071], [3.883, 6.021, 1.084], [2.140, 4.359, 0.152], [1.634, 4.327, 1.480], [1.070, 4.503, -0.822], [3.087, 3.317, -0.193], [-0.516, -0.465, -0.169], [-1.499, -0.493, 0.728], [0.392, -1.363, 0.187], [-0.993, -0.716, -1.371], [0.272, 1.197, -0.078], [0.107, 1.607, 1.272], [1.667, 0.964, -0.426], [-0.329, 2.048, -1.082], [-4.657, -0.532, -1.900], [-5.800, -1.274, -2.273], [-4.669, -0.351, -0.813], [-3.710, -1.032, -2.125], [-4.663, 0.438, -2.395], [-5.761, -2.149, -1.879], [-2.279, -0.079, -4.560], [-1.172, -0.564, -5.500], [-0.274, -1.451, -4.897], [-3.142, 0.885, -5.117], [-1.841, 0.156, -3.579], [-2.793, -1.007, -4.243], [-0.645, 0.292, -5.953], [-1.659, -1.042, -6.358], [0.392, -0.940, -4.420], [-3.755, 0.445, -5.714], [2.283, -3.535, -3.138], [2.571, -3.486, -1.657], [3.982, -3.516, -1.396], [2.601, -4.745, -3.753], [2.778, -2.675, -3.629], [1.230, -3.285, -3.316], [2.089, -4.358, -1.187], [2.078, -2.641, -1.167], [4.163, -4.317, -0.899], [3.545, -4.894, -3.626], [-3.020, -2.519, 4.622], [-2.865, -3.020, 3.194], [-4.128, -3.442, 2.671], [-3.416, -3.584, 5.466], [-3.818, -1.765, 4.599], [-2.086, -2.162, 5.044], [-2.124, -3.808, 3.102], [-2.459, -2.200, 2.573], [-4.636, -2.658, 2.443], [-4.199, -3.983, 5.069], [-0.423, 3.172, 4.281], [0.900, 3.810, 4.721], [1.988, 3.384, 3.925], [-0.309, 1.810, 3.917], [-0.832, 3.730, 3.423], [-1.154, 3.325, 5.085], [1.118, 3.588, 5.760], [0.746, 4.888, 4.581], [1.730, 3.609, 3.019], [-0.297, 1.772, 2.958], [-3.625, 3.547, -1.145], [-2.789, 3.728, 0.098], [-1.756, 4.669, -0.165], [-2.779, 3.067, -2.253], [-3.960, 4.552, -1.414], [-4.414, 2.820, -0.984], [-2.463, 2.761, 0.493], [-3.438, 4.167, 0.861], [-1.316, 4.916, 0.657], [-3.344, 3.045, -3.040], [3.274, 0.843, 2.166], [4.567, 1.641, 2.260], [5.116, 1.722, 0.903], [3.420, -0.256, 1.308], [2.392, 1.419, 1.886], [3.004, 0.588, 3.202], [5.265, 1.060, 2.868], [4.399, 2.607, 2.735], [6.073, 1.808, 0.932], [3.859, -0.998, 1.738], [1.187, -3.008, 2.945], [0.722, -3.183, 4.358], [-0.082, -4.323, 4.571], [0.516, -2.570, 2.213], [1.564, -3.978, 2.589], [2.087, -2.379, 2.900], [0.249, -2.271, 4.746], [1.569, -3.267, 5.054], [-0.019, -4.871, 3.783], [-1.513, -4.090, -0.872], [-1.756, -5.060, 0.261], [-1.182, -6.325, 0.027], [-0.438, -3.948, -0.988], [-1.992, -3.132, -0.665], [-1.953, -4.468, -1.797], [-2.840, -5.151, 0.402], [-1.338, -4.673, 1.190], [-1.280, -6.555, -0.902]],
  "mulliken_spin": [-0.001, 3.928, -0.001, 0.000, 0.000, 0.000, 0.001, 0.001, 0.023, 0.004, 0.001, 0.001, 0.000, 0.000, -0.019, 0.004, 0.001, 0.009, -0.002, 0.002, 0.000, -0.002, 0.024, -0.004, -0.017, 0.017, 0.000, 0.000, 0.000, 0.000, 0.000, 0.000, 0.000, 0.000, 0.000, 0.000, 0.000, 0.000, 0.000, 0.000, 0.000, 0.000, 0.000, 0.004, 0.000, 0.000, 0.000, 0.000, 0.000, -0.003, 0.000, 0.000, 0.000, 0.000, 0.000, 0.000, 0.000, 0.000, 0.000, 0.000, 0.000, 0.000, 0.000, 0.000, 0.001, 0.000, 0.000, 0.000, 0.000, 0.000, 0.000, 0.001, 0.000, 0.000, 0.000, 0.000, 0.000, 0.000, 0.000, 0.000, 0.000, 0.000, -0.013, -0.001, 0.009, 0.010, 0.005, 0.006, 0.000, 0.000, 0.005, 0.005, 0.000, 0.000, 0.000, 0.000, 0.000, 0.001, 0.000, 0.000, 0.000, 0.000, 0.000, 0.000, 0.000, 0.000, 0.000, 0.000, 0.000, 0.000]
}

***

2.
{
  "formula": "C17H17N3O",
  "method": "ωB97M-V with the def2-TZVPD basis set",
  "lumo_energy_ev": 0.6,
  "molar_mass_g_mol": 279.34,
  "orbital_gap_ev": 8.9,
  "e_homo_ha": -0.303,
  "charge": 0,
  "e_tot_ha": -897.562912,
  "relative_energy_kcal_mol": 6.3,
  "multiplicity": 1,
  "symbols": ["C", "C", "C", "O", "N", "C", "C", "C", "C", "C", "C", "N", "C", "N", "C", "C", "C", "C", "C", "C", "C", "H", "H", "H", "H", "H", "H", "H", "H", "H", "H", "H", "H", "H", "H", "H", "H", "H"],
  "coordinates": [[4.773, 2.461, 0.096], [4.575, 1.129, 0.819], [5.063, -0.019, -0.040], [6.236, -0.169, -0.314], [4.149, -0.929, -0.482], [2.754, -0.990, -0.326], [1.954, 0.131, -0.599], [0.582, 0.095, -0.466], [0.009, -1.099, -0.059], [0.800, -2.253, 0.164], [2.180, -2.199, 0.035], [-0.015, -3.308, 0.491], [-1.219, -2.834, 0.460], [-1.293, -1.506, 0.139], [-2.461, -0.734, 0.061], [-2.496, 0.549, 0.596], [-3.656, 1.296, 0.519], [-4.801, 0.783, -0.079], [-6.050, 1.604, -0.178], [-4.756, -0.505, -0.600], [-3.601, -1.259, -0.537], [5.813, 2.561, -0.204], [4.154, 2.518, -0.797], [4.513, 3.289, 0.751], [5.197, 1.126, 1.717], [3.536, 0.988, 1.114], [4.575, -1.752, -0.892], [2.425, 1.035, -0.949], [-0.018, 0.962, -0.699], [2.782, -3.077, 0.208], [-2.095, -3.408, 0.689], [-1.623, 0.949, 1.088], [-3.674, 2.291, 0.938], [-6.934, 0.974, -0.106], [-6.085, 2.355, 0.607], [-6.081, 2.118, -1.139], [-5.637, -0.921, -1.067], [-3.576, -2.253, -0.958]],
  "nbo_charge": [-0.594, -0.505, 0.689, -0.617, -0.617, 0.127, -0.231, -0.248, 0.152, 0.096, -0.224, -0.449, 0.229, -0.407, 0.206, -0.230, -0.202, -0.014, -0.627, -0.202, -0.228, 0.226, 0.197, 0.210, 0.235, 0.217, 0.409, 0.218, 0.224, 0.228, 0.202, 0.223, 0.214, 0.219, 0.218, 0.224, 0.214, 0.219]
}

***

3.
{
  "formula": "C3H3AgMgO2",
  "method": "ωB97M-V with the def2-TZVPD basis set",
  "lumo_energy_ev": [-6.3, -6.3],
  "molar_mass_g_mol": 203.23,
  "orbital_gap_ev": [5.4, 5.2],
  "e_homo_ha": [-0.430, -0.420],
  "charge": 1,
  "e_tot_ha": -613.123655,
  "relative_energy_kcal_mol": 3.2,
  "multiplicity": 2,
  "symbols": ["O", "Ag", "C", "C", "O", "C", "H", "H", "H", "Mg"],
  "coordinates": [[2.018, -0.564, 0.293], [0.412, -2.176, 0.001], [5.159, 0.993, 1.671], [4.657, -0.286, 1.880], [6.368, 0.559, 1.116], [5.936, -0.818, 1.280], [4.046, -0.689, 2.690], [5.861, -1.325, 0.306], [6.612, -1.373, 1.945], [1.814, 1.125, -0.592]],
  "mulliken_spin": [0.008, -0.004, 0.814, 0.087, 0.034, 0.078, -0.006, -0.004, 0.012, -0.018]
}

***

4.
{
  "formula": "C12H15N3O2S",
  "method": "ωB97M-V with the def2-TZVPD basis set",
  "lumo_energy_ev": 0.5,
  "molar_mass_g_mol": 265.34,
  "orbital_gap_ev": 8.7,
  "e_homo_ha": -0.303,
  "charge": 0,
  "e_tot_ha": -1179.166690,
  "relative_energy_kcal_mol": 63.7,
  "multiplicity": 1,
  "symbols": ["C", "C", "C", "C", "C", "S", "C", "N", "N", "C", "C", "C", "C", "C", "O", "N", "C", "O", "H", "H", "H", "H", "H", "H", "H", "H", "H", "H", "H", "H", "H", "H", "H"],
  "coordinates": [[-4.134, -4.681, -0.271], [-2.746, -4.188, 0.120], [-2.779, -2.740, 0.602], [-1.393, -2.243, 0.999], [-1.413, -0.776, 1.428], [-1.802, 0.345, 0.035], [-0.234, 1.125, 0.126], [0.121, 2.011, -0.695], [1.176, 2.794, -0.641], [2.228, 2.628, -1.341], [3.263, 3.619, -1.343], [3.367, 4.841, -0.718], [4.618, 5.368, -1.093], [5.188, 4.438, -1.912], [4.381, 3.381, -2.070], [0.496, 0.616, 1.196], [-0.052, -0.362, 1.965], [0.481, -0.857, 2.925], [-4.544, -4.068, -1.071], [-4.091, -5.711, -0.615], [-4.811, -4.630, 0.579], [-2.345, -4.823, 0.913], [-2.078, -4.268, -0.739], [-3.172, -2.101, -0.193], [-3.453, -2.658, 1.458], [-1.007, -2.830, 1.835], [-0.706, -2.360, 0.157], [-2.170, -0.630, 2.203], [2.406, 1.743, -1.956], [2.630, 5.285, -0.083], [5.040, 6.307, -0.796], [6.130, 4.417, -2.425], [1.400, 1.009, 1.424]],
  "nbo_charge": [-0.600, -0.388, -0.395, -0.397, -0.422, 0.277, 0.250, -0.302, -0.234, 0.019, 0.195, -0.254, -0.315, 0.102, -0.386, -0.638, 0.688, -0.571, 0.202, 0.210, 0.201, 0.197, 0.196, 0.200, 0.197, 0.228, 0.209, 0.248, 0.182, 0.238, 0.231, 0.204, 0.430]
}